(1)
DFT (wB97M-V/def2-TZVPD) results for C33H37BrFN7O2ReSSi as an isolated structure.

Its energy above the lowest of the compared OMol25 structures with the same formula, charge and spin is 126.4 kJ/mol. As for the max |F|: 0.032 hartree/bohr. As for the expectation value of S²: 0.76.

Geometry as ORCA input:
```
! RIJCOSX wB97M-V def2-TZVPD def2/J DEFGRID3
* xyz 2 2
Re -0.0764 -0.5649 -0.4731
C -1.5249 -6.1472 1.0030
C -0.1262 -5.5966 0.7787
N 0.1426 -4.3961 1.5697
C -0.1137 -3.1431 1.1968
S -0.6934 -2.8078 -0.4233
N 0.0424 -2.1647 2.0565
N -0.2946 -0.9607 1.5118
C -0.6906 -0.0078 2.3109
C -0.7372 -0.2007 3.7846
C -1.1711 1.1459 1.6111
C -1.7439 2.2678 2.2196
C -2.2899 3.2591 1.4416
C -2.2422 3.1294 0.0524
C -1.6412 2.0290 -0.5003
N -1.1213 1.0338 0.2572
H -1.6836 -7.0357 0.3922
H -2.2806 -5.4075 0.7320
H -1.6730 -6.4246 2.0471
H 0.0334 -5.3510 -0.2712
H 0.6321 -6.3316 1.0461
H 0.3650 -4.5114 2.5485
H -1.1553 -1.1822 4.0074
H -1.3307 0.5631 4.2762
H 0.2716 -0.1891 4.2027
H -1.7664 2.3415 3.2963
H -2.7463 4.1258 1.8995
H -2.6570 3.8869 -0.5987
H -1.5530 1.9013 -1.5694
C 2.4375 -3.0364 -0.9334
O 2.0808 -1.7368 -0.4303
C 3.0116 -1.0696 0.3183
C 4.1789 -1.5958 0.8378
C 4.9991 -0.7771 1.6133
Br 6.5926 -1.4862 2.3173
C 4.6651 0.5365 1.8716
C 3.4806 1.0638 1.3542
C 2.6647 0.2456 0.5772
O 1.4950 0.6980 0.0373
C 3.0638 2.4472 1.5224
N 1.9644 2.8800 0.9344
C 1.8314 4.2324 1.2172
C 0.8873 5.1752 0.8204
C 1.0652 6.4682 1.2659
C 2.1502 6.8236 2.0835
C 3.0987 5.8991 2.4709
C 2.9174 4.5990 2.0155
N 3.6752 3.4424 2.1865
H 3.3906 -2.9745 -1.4568
H 1.6494 -3.3167 -1.6238
H 2.4915 -3.7568 -0.1170
H 4.4621 -2.6218 0.6554
H 5.3350 1.1436 2.4659
H 1.4176 1.8931 0.3843
H 0.0643 4.9092 0.1687
H 0.3601 7.2339 0.9712
H 2.2486 7.8502 2.4092
H 3.9396 6.1777 3.0918
H 4.5472 3.3712 2.6835
C -4.2003 0.5512 -2.3764
Si -3.2394 -0.8144 -1.5366
C -3.7476 -2.5389 -2.0706
C -3.6127 -0.6896 0.2863
N -1.4283 -0.5672 -1.9266
C -1.0108 -0.6015 -3.2747
C -1.8083 -0.7860 -4.4111
C -1.2504 -0.7300 -5.6783
C 0.1048 -0.4810 -5.8614
C 0.9193 -0.2733 -4.7576
C 0.3267 -0.3433 -3.5252
F 1.0679 -0.1337 -2.3835
H -5.2563 0.3978 -2.1302
H -4.1238 0.6065 -3.4606
H -3.9306 1.5298 -1.9708
H -4.7546 -2.7175 -1.6793
H -3.1055 -3.2986 -1.6286
H -3.7836 -2.7193 -3.1412
H -4.7024 -0.7982 0.3399
H -3.3770 0.2692 0.7505
H -3.1778 -1.4954 0.8777
H -2.8636 -0.9645 -4.3202
H -1.8882 -0.8793 -6.5390
H 0.5258 -0.4411 -6.8563
H 1.9767 -0.0613 -4.8447
*
```


(2)
DFT (wB97M-V/def2-TZVPD) results for C38H75Br2Cl2IN2O4Si2 as an isolated structure.

The calculation puts the total energy at -8848.49942 Eh. As for the max |F|: 0.033 hartree/bohr. As for the expectation value of S²: 2.01.

Geometry as ORCA input:
```
! RIJCOSX wB97M-V def2-TZVPD def2/J DEFGRID3
* xyz 0 3
C 1.1299 9.2803 -0.1574
O 2.0522 8.3016 -0.5879
C 1.9366 7.1180 0.1707
C 2.9709 6.1209 -0.2846
C 2.7588 5.6535 -1.7473
C 2.5176 4.1386 -1.8705
C 3.7828 3.2940 -2.0101
C 4.4560 2.8987 -0.6822
C 3.8250 1.6220 -0.0990
C 3.8145 1.5364 1.4255
C 3.1340 2.6916 2.1739
C 1.7233 2.3675 2.6707
C 0.7822 2.0609 1.4897
C -0.5805 2.7876 1.5780
Si -1.8746 1.6886 0.8270
O -3.3866 2.3910 0.6399
Si -3.8462 3.2902 -0.6695
C -4.0129 2.2741 -2.2153
I -2.4384 5.2751 -1.0160
C -5.6027 3.9001 -0.2234
Cl -6.0668 5.3002 -1.2349
C -5.7945 4.1567 1.2660
C -5.5706 5.5814 1.7306
Cl -7.5050 3.7087 1.7074
C -1.2291 0.9284 -0.7736
Br -0.1550 1.9892 -1.9379
C -1.5176 -0.3501 -1.1045
C -2.3720 -1.3027 -0.2992
Br -0.8755 -1.1569 -2.7043
H 1.2809 10.1664 -0.7602
H 1.2916 9.5070 0.8990
H 0.1074 8.9117 -0.2682
H 2.0858 7.3459 1.2334
H 0.9244 6.7063 0.0713
H 3.9698 6.5155 -0.1169
H 2.8648 5.2561 0.3680
H 3.6674 5.8819 -2.2970
H 1.9086 6.1922 -2.1512
H 1.9021 3.7942 -1.0370
H 1.9117 3.9919 -2.7670
H 3.4924 2.3577 -2.4870
H 4.5046 3.7961 -2.6505
H 4.4635 3.7194 0.0277
H 5.4949 2.6736 -0.9225
H 2.8351 1.4808 -0.5338
H 4.4216 0.7814 -0.4533
H 4.8588 1.5156 1.7402
H 3.4056 0.5806 1.7459
H 3.7419 2.9261 3.0491
H 3.0847 3.6039 1.5838
H 1.3626 3.2077 3.2595
H 1.7877 1.4849 3.3052
H 0.5844 0.9856 1.5009
H 1.2623 2.3113 0.5527
H -0.8132 2.9708 2.6270
H -0.5237 3.7683 1.1091
H -2.0794 0.5673 1.7581
H -4.8080 2.6656 -2.8422
H -3.0805 2.1640 -2.7589
H -4.3139 1.2780 -1.8816
H -6.2638 3.1033 -0.5517
H -5.1707 3.4965 1.8552
H -6.3484 6.2424 1.3666
H -4.6002 5.9519 1.4099
H -5.6298 5.5940 2.8159
H -2.3859 -2.2718 -0.7856
H -1.9763 -1.4397 0.6990
H -3.3918 -0.9278 -0.2593
C 5.0189 -5.0264 2.6721
C 5.6591 -3.6750 2.2903
C 7.0399 -3.5454 2.9317
C 6.9838 -3.3166 4.4414
C 6.0870 -2.1269 4.7825
C 4.6944 -2.2119 4.1573
N 4.7913 -2.5280 2.6995
O 5.0729 -1.4666 2.0161
C 3.8395 -3.2603 4.8929
C 3.9748 -0.8794 4.3323
C 5.7911 -3.6790 0.7721
H 5.4036 -5.8140 2.0255
H 5.2364 -5.3387 3.6912
H 3.9367 -4.9976 2.5433
H 7.5746 -2.7104 2.4682
H 7.6161 -4.4464 2.7107
H 6.6361 -4.2162 4.9562
H 7.9916 -3.1273 4.8152
H 5.9809 -2.0387 5.8657
H 6.5772 -1.2097 4.4411
H 2.9015 -3.4323 4.3638
H 3.5957 -2.8978 5.8912
H 4.3369 -4.2171 5.0274
H 4.5543 -0.0441 3.9434
H 3.8046 -0.7004 5.3935
H 3.0067 -0.8883 3.8281
H 4.8126 -3.7553 0.2957
H 6.3873 -4.5384 0.4679
H 6.2848 -2.7848 0.3978
C -6.1556 -3.2313 -4.1152
C -4.7953 -3.9439 -3.9570
C -4.5302 -4.8423 -5.1638
C -5.4063 -6.0947 -5.1841
C -5.2958 -6.8636 -3.8667
C -5.5514 -5.9999 -2.6307
N -4.7459 -4.7431 -2.6950
O -3.5245 -4.9533 -2.3232
C -7.0531 -5.6859 -2.4991
C -5.1684 -6.7759 -1.3761
C -3.7428 -2.8463 -3.8854
H -6.0428 -2.3566 -4.7547
H -6.9202 -3.8494 -4.5808
H -6.5316 -2.8856 -3.1517
H -3.4792 -5.1480 -5.1600
H -4.6833 -4.2618 -6.0759
H -6.4486 -5.8343 -5.3870
H -5.0926 -6.7405 -6.0061
H -5.9996 -7.6984 -3.8628
H -4.2941 -7.2993 -3.7985
H -7.2257 -4.9521 -1.7110
H -7.5938 -6.5932 -2.2313
H -7.5074 -5.3177 -3.4151
H -4.1469 -7.1475 -1.4188
H -5.8304 -7.6345 -1.2702
H -5.2694 -6.1548 -0.4851
H -3.9059 -2.2068 -3.0166
H -3.8000 -2.2239 -4.7782
H -2.7345 -3.2441 -3.8295
*
```


(3)
DFT (wB97M-V/def2-TZVPD) results for a 5-piece molecular cluster, C34H59N3O14P overall.

The calculation puts the total energy at -2889.86997 Eh. As for the max |F|: 0.018 hartree/bohr.

Geometry as ORCA input:
```
! RIJCOSX wB97M-V def2-TZVPD def2/J DEFGRID3
* xyz 1 1
C -2.3284 0.3329 0.7730
C -1.5969 -0.9416 0.3238
C -0.1293 -1.0260 0.7866
C -0.0693 -0.9138 2.3250
C 1.1140 -1.5471 3.0749
C 0.7493 -1.9933 4.5059
C 1.6678 -1.4794 5.6309
N 1.0019 -0.5136 6.5031
C 1.5308 -0.4873 7.8699
C 0.7858 0.7974 6.0167
C 1.6768 1.3407 4.9148
O -0.0576 1.4937 6.5130
C 0.4494 -2.3188 0.1772
N 1.5059 -1.8844 -0.7520
C 2.3197 -2.8897 -1.4390
C 1.7161 -3.2333 -2.8065
O 2.2099 -4.4694 -3.2813
C 3.4443 -4.4382 -3.9152
C 4.5550 -5.0651 -3.1196
O 3.5574 -3.9969 -5.0156
C 1.5307 -0.6100 -0.9249
C 2.3620 0.0504 -1.9619
P 1.1953 0.6542 -3.2142
O 0.2862 -0.4237 -3.6007
O 2.0762 1.2838 -4.3754
O 0.4152 1.8896 -2.5757
C 0.6660 0.1108 0.0768
N 1.5662 0.8689 0.9548
H -3.1428 0.0888 1.4493
H -2.7794 0.8452 -0.0763
H -1.6606 1.0419 1.2668
H -1.6176 -1.0263 -0.7687
H -2.1196 -1.8156 0.7202
H -0.0697 0.1496 2.5629
H -1.0053 -1.3132 2.7241
H 1.5204 -2.4035 2.5339
H 1.9313 -0.8235 3.1491
H 0.7421 -3.0837 4.5380
H -0.2647 -1.6723 4.7541
H 2.6099 -1.0919 5.2142
H 1.9405 -2.3125 6.2775
H 0.8974 0.1437 8.4872
H 1.5118 -1.4959 8.2805
H 2.5636 -0.1159 7.9154
H 1.3561 0.9939 3.9311
H 2.7214 1.0605 5.0656
H 1.5785 2.4233 4.9337
H -0.3167 -2.7889 -0.4462
H 0.8152 -3.0875 0.8538
H 2.3360 -3.7808 -0.8136
H 3.3383 -2.5101 -1.5215
H 0.6367 -3.3463 -2.7131
H 1.8904 -2.4410 -3.5371
H 4.5045 -4.8113 -2.0611
H 5.5077 -4.7520 -3.5377
H 4.4748 -6.1512 -3.1989
H 3.0583 -0.6357 -2.4415
H 2.9161 0.8969 -1.5424
H 1.7605 2.1565 -4.6400
H 0.8660 2.7509 -2.5594
H 0.0148 0.8470 -0.3921
H 2.2707 0.2536 1.3525
H 2.0743 1.5651 0.4207
O -4.8051 -1.6504 0.5501
C -5.2313 -2.3370 -0.3368
O -6.5164 -2.7364 -0.3672
C -6.7599 -3.6052 -1.4911
C -5.6447 -3.2859 -2.4811
C -4.5022 -2.8875 -1.5489
H -6.7228 -4.6361 -1.1344
H -7.7557 -3.3905 -1.8697
H -5.4174 -4.1182 -3.1428
H -5.9332 -2.4313 -3.0933
H -3.9105 -3.7464 -1.2229
H -3.8349 -2.1340 -1.9606
O 4.5606 2.3259 -1.2916
C 4.8506 2.6139 -0.1629
O 3.9105 2.6002 0.8097
C 4.4701 3.0152 2.0759
C 5.9708 2.7847 1.9271
C 6.1841 3.0080 0.4280
H 4.2218 4.0671 2.2214
H 3.9999 2.4287 2.8614
H 6.5603 3.4372 2.5658
H 6.2142 1.7521 2.1811
H 6.3654 4.0556 0.1793
H 6.9783 2.4064 -0.0052
O -9.2066 0.0583 -1.9619
C -9.2821 0.2359 -0.7805
O -9.7972 1.3690 -0.2492
C -9.6692 1.3538 1.1840
C -9.5375 -0.1195 1.5607
C -8.8295 -0.6852 0.3330
H -8.7791 1.9275 1.4516
H -10.5446 1.8428 1.6032
H -9.0037 -0.2705 2.4961
H -10.5282 -0.5652 1.6576
H -7.7438 -0.6113 0.4078
H -9.0931 -1.7124 0.0992
O 1.7145 5.2577 -3.0691
C 2.4365 5.3064 -4.0281
O 3.5509 4.5522 -4.1024
C 4.2889 4.8601 -5.3064
C 3.2596 5.4733 -6.2512
C 2.3036 6.1573 -5.2729
H 5.0807 5.5629 -5.0433
H 4.7359 3.9390 -5.6696
H 3.7070 6.1415 -6.9825
H 2.7354 4.6842 -6.7925
H 2.6198 7.1711 -5.0206
H 1.2680 6.1867 -5.5999
*
```


(4)
DFT (wB97M-V/def2-TZVPD) results for a 2-piece molecular cluster, Cl2H8N2Si4 overall.

Its energy above the lowest of the compared OMol25 structures with the same formula, charge and spin is 299.0 kJ/mol. As for the max |F|: 0.062 hartree/bohr.

Geometry as ORCA input:
```
! RIJCOSX wB97M-V def2-TZVPD def2/J DEFGRID3
* xyz 0 1
N 0.8028 0.3600 -0.8993
N -1.3476 -0.3284 -0.0951
Si -0.5602 1.2252 -0.2101
Si 0.1637 -1.1936 -0.6143
Si 3.7219 1.0297 0.1108
Si -2.8227 -0.9804 0.4464
Cl 4.4410 -0.6947 0.6563
Cl -4.0720 0.7518 0.4992
H -0.3439 1.7590 1.2727
H -1.3979 2.1037 -1.1215
H -0.4634 -2.0317 -1.6489
H 0.6544 -1.9045 0.5362
H 4.1783 2.0191 1.2030
H 3.3183 1.5684 -1.2498
H -3.2318 -1.6739 1.8209
H -3.0408 -2.0097 -0.7063
*
```